1.
C6H10N2O2S2 | ωB97M-V/def2-TZVPD

Properties
Gap between HOMO and LUMO (spin up / spin down) (eV): 7.65 / 7.65
LUMO level (spin up / spin down) (eV): -0.82 / -0.82
Relative energy (zero: lowest compared OMol25 entry of this formula, charge and spin) (kcal/mol): 68.1
HOMO energy (spin up / spin down) (eV): -8.47 / -8.47

The geometry in XYZ format:
```
22
Properties=species:S:1:pos:R:3:forces:R:3
C 0.372 -1.866 0.686 1.274 -0.015 0.130
C -0.017 -0.473 0.628 -0.953 -2.123 0.898
C 0.882 0.503 0.758 0.372 1.077 -1.295
C -0.248 2.780 -0.669 -3.035 0.888 3.478
C 2.594 -1.156 -0.999 1.568 2.176 -0.472
C -1.485 -0.418 0.677 -0.941 1.389 -0.718
N 0.799 -2.918 0.898 -0.532 0.341 -0.309
N -2.305 -1.574 0.643 1.281 1.427 -1.179
O -1.296 0.106 -1.472 -0.125 -0.886 0.983
O -2.064 0.657 1.179 0.729 -0.005 -0.220
S 0.317 2.246 1.043 0.771 -1.112 -1.296
S 2.545 0.298 0.170 -0.023 -0.133 -0.052
H 0.447 3.242 -1.255 2.279 1.249 -1.079
H -1.028 3.552 -0.268 1.258 -1.108 -1.198
H -0.746 2.013 -1.218 -0.402 -0.971 -0.024
H 1.811 -1.112 -1.716 -1.004 -0.219 -0.191
H 2.778 -2.049 -0.504 -0.571 -1.691 1.086
H 3.529 -1.072 -1.599 -0.424 0.764 0.457
H -1.965 -2.323 -0.018 -0.297 1.272 1.096
H -3.173 -1.179 0.278 -0.212 -0.562 0.245
H -1.131 -0.721 -1.964 -0.148 0.484 0.251
H -1.385 1.506 1.334 -0.869 -2.241 -0.591
```
Forces are in eV/Å.

Results of the natural (NBO) charge analysis, in e, for atoms 1 through 5: 0.266, -0.289, -0.192, -0.684, -0.720


2.
C48H108F2NO4P3S2 | ωB97M-V/def2-TZVPD

Properties
Gap between HOMO and LUMO (eV): 10.79
Charge: +2
LUMO level (eV): -3.04
Relative energy (zero: lowest compared OMol25 entry of this formula, charge and spin) (kcal/mol): 0.1
HOMO energy (eV): -13.83

The geometry in XYZ format:
```
168
Properties=species:S:1:pos:R:3:forces:R:3
C 2.619 -1.303 1.850 0.292 -0.615 0.239
C 4.033 -1.217 2.432 -0.352 1.485 -0.045
C 4.766 0.105 2.081 0.012 -0.578 0.200
C 3.965 1.317 2.563 0.348 -0.076 0.036
P 4.756 2.915 2.220 -0.459 -0.314 0.222
C 3.883 4.242 3.141 0.168 -0.523 -0.079
C 4.397 5.654 2.847 0.897 -0.039 0.687
C 3.594 6.746 3.532 -1.885 0.192 -0.874
C 3.856 8.145 2.953 1.006 -0.756 0.508
C 4.638 3.196 0.470 0.469 -0.245 -1.313
C 3.231 3.033 -0.142 0.321 -0.219 -0.067
C 3.203 3.469 -1.614 -0.548 1.331 0.655
C 1.943 3.067 -2.379 0.368 -0.183 -0.045
C 6.486 2.831 2.744 -0.180 0.314 1.031
C 7.563 2.467 1.735 -0.157 -0.768 -1.488
C 8.978 2.328 2.285 -0.043 0.760 1.275
C 9.496 3.620 2.928 -0.220 0.148 -0.578
H 2.569 -1.111 0.776 0.078 0.009 0.223
H 1.888 -0.667 2.347 0.194 0.139 -0.020
H 2.282 -2.323 2.050 -0.222 0.318 -0.177
H 4.678 -2.031 2.112 -0.117 -0.232 0.136
H 3.891 -1.214 3.516 0.399 -0.416 0.066
H 4.949 0.114 1.003 0.007 0.239 0.064
H 5.731 0.085 2.593 0.098 0.058 -0.163
H 3.895 1.237 3.652 -0.256 0.110 0.006
H 2.967 1.270 2.126 -0.101 0.359 0.130
H 3.948 3.979 4.201 0.163 0.075 0.038
H 2.819 4.139 2.905 0.007 0.040 -0.190
H 4.439 5.805 1.767 -0.141 0.200 0.010
H 5.419 5.770 3.229 0.123 -0.286 -0.302
H 3.617 6.725 4.621 0.452 -0.107 0.003
H 2.545 6.516 3.287 -0.031 0.067 0.167
H 4.836 8.480 3.302 -0.034 0.207 -0.101
H 3.119 8.875 3.272 -0.120 -0.022 -0.143
H 3.922 8.049 1.870 -0.265 0.351 -0.059
H 5.354 2.530 -0.031 -0.166 -0.385 0.229
H 5.096 4.155 0.201 -0.397 0.272 0.279
H 2.584 3.679 0.454 -0.446 -0.109 -0.263
H 2.835 2.016 -0.087 0.210 -0.044 0.423
H 4.085 3.184 -2.189 0.127 -0.159 0.255
H 3.234 4.559 -1.493 0.137 0.074 -0.669
H 2.056 2.020 -2.667 -0.306 -0.065 -0.033
H 1.839 3.656 -3.290 0.106 -0.030 -0.046
H 1.013 3.178 -1.825 0.114 -0.027 0.233
H 6.488 2.132 3.591 0.011 -0.195 -0.132
H 6.625 3.787 3.261 0.415 0.128 -0.385
H 7.494 3.089 0.836 0.305 0.575 0.365
H 7.332 1.497 1.273 -0.263 -0.139 0.374
H 9.699 1.993 1.543 -0.285 -0.225 -0.183
H 8.911 1.601 3.101 0.252 -0.345 -0.277
H 9.439 4.426 2.191 -0.057 0.135 0.160
H 10.540 3.565 3.231 -0.050 -0.215 0.123
H 8.884 3.875 3.793 0.146 0.172 0.044
C -4.857 0.267 -2.625 0.568 -0.510 -1.590
C -4.685 -1.026 -1.836 -0.717 0.408 -0.086
C -5.151 -0.889 -0.401 0.696 0.872 1.005
C -6.666 -0.713 -0.248 -0.594 -1.509 -0.053
P -7.242 -0.223 1.420 0.606 0.279 0.094
C -6.969 -1.591 2.635 -0.456 0.977 -0.110
C -5.640 -2.325 2.537 0.559 0.008 0.077
C -5.279 -3.103 3.798 0.472 -0.886 0.312
C -4.053 -4.022 3.600 -0.084 0.595 -0.474
C -6.223 1.161 2.014 -0.023 -0.993 -0.378
C -6.289 2.442 1.207 -0.061 0.817 -0.103
C -5.264 3.511 1.634 0.046 -0.853 -0.882
C -3.846 3.138 1.214 0.287 -0.522 0.192
C -9.009 0.232 1.371 0.524 -0.621 -0.876
C -9.397 1.116 0.180 -0.291 0.074 -0.673
C -10.908 1.375 0.111 -0.282 0.877 1.392
C -11.357 2.650 0.851 -0.076 0.234 -0.456
H -5.877 0.611 -2.805 -0.076 0.184 0.750
H -4.551 0.082 -3.666 0.147 -0.139 0.114
H -4.153 1.032 -2.302 -0.416 0.213 0.408
H -3.635 -1.315 -1.878 0.013 -0.042 0.205
H -5.268 -1.848 -2.266 0.121 0.070 -0.270
H -4.662 -0.052 0.114 0.264 0.098 -0.463
H -4.799 -1.750 0.170 -0.336 -0.080 -0.094
H -7.044 -1.725 -0.462 -0.455 0.058 0.409
H -7.193 -0.143 -1.013 0.500 0.577 0.081
H -7.835 -2.254 2.589 0.100 -0.164 -0.116
H -7.049 -1.083 3.603 0.014 -0.001 0.031
H -4.792 -1.652 2.376 -0.221 0.263 -0.133
H -5.654 -2.970 1.655 -0.056 -0.239 0.169
H -6.108 -3.697 4.189 -0.174 0.065 -0.217
H -4.959 -2.453 4.615 -0.486 0.410 -0.100
H -3.155 -3.401 3.616 0.092 -0.127 0.155
H -4.036 -4.505 2.621 -0.253 -0.227 0.104
H -3.999 -4.766 4.390 0.102 -0.042 -0.024
H -5.222 0.713 2.008 0.103 0.283 0.358
H -6.584 1.284 3.039 0.338 0.239 0.099
H -7.280 2.876 1.362 -0.031 -0.037 -0.236
H -6.124 2.304 0.134 -0.269 -0.423 0.011
H -5.418 3.628 2.707 0.413 0.665 -0.021
H -5.466 4.391 1.022 -0.530 0.331 0.659
H -3.765 2.845 0.165 -0.433 0.107 -0.053
H -3.465 2.264 1.749 0.199 0.213 0.191
H -3.159 3.979 1.306 0.041 -0.078 0.369
H -9.396 0.641 2.302 0.255 -0.183 0.227
H -9.407 -0.774 1.187 -0.617 0.184 0.271
H -9.140 0.619 -0.758 0.202 -0.148 0.118
H -8.865 2.068 0.156 0.041 -0.040 0.195
H -11.440 0.591 0.657 -0.018 -0.511 -0.817
H -11.217 1.530 -0.919 -0.165 -0.668 -0.046
H -12.436 2.670 1.006 -0.003 -0.249 -0.015
H -11.168 3.509 0.202 0.329 0.187 0.396
H -10.905 2.771 1.837 0.187 0.094 -0.095
C 0.030 -0.264 -6.974 1.409 -0.216 0.798
C -0.492 -1.029 -5.752 -0.380 1.082 -0.465
C 0.601 -1.451 -4.780 -0.401 -1.247 -0.181
C -0.001 -2.162 -3.547 0.805 -0.016 0.211
P 1.235 -2.963 -2.484 -0.017 1.026 0.203
C 2.279 -1.714 -1.638 -0.055 -0.406 -0.530
C 3.282 -0.927 -2.486 0.250 -0.648 -0.549
C 4.410 -0.329 -1.666 0.330 0.477 0.435
C 5.486 0.386 -2.487 0.224 -0.055 0.138
C 0.410 -3.913 -1.184 -0.026 -0.183 -0.423
C 1.277 -5.024 -0.510 -0.989 0.563 -0.099
C 1.577 -4.688 0.947 -0.124 -0.813 -0.122
C 2.193 -5.891 1.681 0.814 1.291 -0.371
C 2.320 -4.010 -3.454 0.562 0.393 -0.195
C 1.702 -5.284 -4.034 -0.883 0.024 0.125
C 2.705 -6.347 -4.408 1.188 -0.529 0.408
C 3.499 -6.922 -3.220 -0.443 0.300 0.221
H 0.918 -0.773 -7.369 -0.406 -0.277 -0.473
H 0.485 0.674 -6.639 -0.513 0.268 -0.125
H -0.733 -0.109 -7.727 0.073 0.083 -0.096
H -1.078 -1.870 -6.127 0.071 -0.228 0.377
H -1.180 -0.327 -5.270 -0.152 -0.332 0.293
H 1.272 -0.637 -4.518 -0.142 0.150 0.064
H 1.186 -2.227 -5.285 0.277 0.272 -0.183
H -0.626 -2.998 -3.869 -0.374 0.248 -0.007
H -0.517 -1.470 -2.882 -0.379 -0.140 -0.146
H 2.833 -2.350 -0.937 -0.081 0.242 0.250
H 1.611 -1.029 -1.111 -0.048 -0.239 0.205
H 2.780 -0.167 -3.085 -0.034 0.142 0.178
H 3.737 -1.606 -3.217 0.041 0.046 -0.018
H 4.933 -1.079 -1.063 -0.251 -0.375 -0.187
H 3.993 0.343 -0.905 -0.061 0.144 -0.214
H 5.164 1.332 -2.922 -0.164 -0.112 -0.104
H 5.883 -0.255 -3.276 -0.231 0.000 -0.127
H 6.360 0.603 -1.867 -0.109 0.100 0.139
H -0.488 -4.318 -1.661 0.083 -0.184 -0.020
H 0.010 -3.190 -0.473 0.262 0.027 0.117
H 2.167 -5.218 -1.108 0.180 -0.077 0.230
H 0.675 -5.934 -0.537 0.138 -0.109 -0.040
H 0.644 -4.482 1.477 -0.094 0.368 -0.270
H 2.196 -3.789 0.986 0.024 -0.283 0.136
H 3.207 -6.052 1.307 -0.071 -0.324 -0.046
H 1.592 -6.782 1.531 -0.017 -0.074 0.289
H 2.311 -5.590 2.721 -0.200 -0.526 0.174
H 3.184 -4.179 -2.801 -0.116 -0.424 0.041
H 2.749 -3.359 -4.223 -0.157 -0.096 -0.174
H 1.086 -5.079 -4.914 0.154 0.407 -0.013
H 0.965 -5.659 -3.313 0.233 -0.306 0.090
H 3.407 -5.952 -5.148 -0.090 0.035 -0.076
H 2.237 -7.222 -4.860 -0.370 0.291 -0.202
H 4.091 -7.780 -3.531 -0.038 -0.044 0.045
H 2.776 -7.228 -2.459 0.129 -0.298 0.004
H 4.175 -6.229 -2.713 0.028 0.163 -0.260
N -1.120 -0.933 -0.580 -0.836 -1.081 2.526
S -0.966 0.603 -0.575 0.992 5.603 -3.536
O 0.062 1.202 0.235 -0.217 -1.120 0.360
O -2.109 1.445 -0.816 -0.015 -1.394 0.754
F -0.298 0.712 -2.078 0.054 -0.753 0.597
S -1.474 -1.233 1.000 -0.061 -0.830 2.330
O -2.464 -0.398 1.648 0.431 -0.563 -1.485
O -0.340 -1.523 1.840 -0.448 -0.152 -1.347
F -2.173 -2.633 0.772 0.019 0.180 -0.221
```
Forces are in eV/Å.

Results of the Löwdin charge analysis, in e, for atoms 1 through 5: -0.109, -0.215, -0.238, -0.255, 1.019


3.
C2H3BF2O | ωB97M-V/def2-TZVPD

Properties
Multiplicity: 3
Gap between HOMO and LUMO (spin up / spin down) (eV): 7.28 / 7.48
LUMO level (spin up / spin down) (eV): 0.49 / -4.90
Expectation value of S²: 2.00
Relative energy (zero: lowest compared OMol25 entry of this formula, charge and spin) (kcal/mol): 29.9
HOMO energy (spin up / spin down) (eV): -6.79 / -12.37

The geometry in XYZ format:
```
9
Properties=species:S:1:pos:R:3:forces:R:3
B -1.517 -0.217 0.302 0.454 -2.485 -1.199
C 1.403 -0.210 0.146 -3.760 -1.928 -0.489
C 0.085 0.554 -0.281 2.154 0.434 -2.104
O 2.402 0.110 0.608 1.732 0.912 0.740
F 1.129 -1.535 -0.242 0.614 1.628 0.361
F 0.064 1.890 -0.159 0.029 -1.125 1.005
H -1.518 -1.419 0.128 0.910 0.586 -0.279
H -2.172 0.438 0.882 -1.059 2.352 1.446
H 0.124 0.388 -1.385 -1.074 -0.375 0.518
```
Forces are in eV/Å.

Results of the natural (NBO) charge analysis, in e, for atoms 1 through 5: -0.115, 0.819, 0.153, -0.440, -0.349


4.
C2H4N2S3 | ωB97M-V/def2-TZVPD

Properties
Gap between HOMO and LUMO (eV): 8.82
LUMO level (eV): 0.39
Relative energy (zero: lowest compared OMol25 entry of this formula, charge and spin) (kcal/mol): 37.8
HOMO energy (eV): -8.43

The geometry in XYZ format:
```
11
Properties=species:S:1:pos:R:3:forces:R:3
C 1.440 0.638 0.515 -0.350 1.809 -0.750
C -0.558 0.280 -0.795 -0.931 -0.872 4.319
N 0.503 1.206 -0.361 -0.740 0.141 0.404
N -0.207 -1.136 -0.205 0.095 0.654 0.509
S 2.507 1.609 1.288 0.276 -0.362 0.253
S 1.344 -1.099 0.593 0.141 1.303 -0.916
S -1.185 -1.807 1.067 -0.324 0.796 -0.076
H -1.574 0.593 -0.322 1.586 -0.570 -1.028
H -0.646 0.004 -1.790 0.092 0.545 -2.181
H 0.261 2.260 -0.239 0.834 -2.804 -0.128
H -1.886 -2.547 0.247 -0.681 -0.641 -0.405
```
Forces are in eV/Å.

Results of the natural (NBO) charge analysis, in e, for atoms 1 through 5: -0.158, -0.043, -0.632, -0.721, -0.106


no.,calculated total energy (eV)
1,-35126.0301
2,-116169.5848
3,-10274.9333
4,-37622.7856